No. 1
Formula: C5H7NO
Source: the Open Molecules 2025 dataset
Level of theory: wB97M-V/def2-TZVPD

Properties
Total energy in eV: -8833.162
E_LUMO in eV: 0.45
Energy above the lowest of the compared OMol25 structures with the same formula, charge and spin in kcal/mol: 70.1

Geometry as ORCA input:
```
! wB97M-V def2-TZVPD RIJCOSX def2/J DEFGRID3
* xyz 0 1
C 1.53 0.77 0.61
N 0.24 0.31 0.13
C -0.94 1.13 -0.23
C -2.08 0.22 -0.54
C -1.47 -1.03 -0.54
C -0.13 -0.95 -0.08
O 0.75 -1.91 0.17
H 2.34 0.20 0.14
H 1.63 0.67 1.70
H 1.66 1.82 0.35
H -1.05 1.99 0.44
H -0.89 1.51 -1.26
H -1.95 -1.96 -0.81
H 0.35 -2.77 -0.04
*
```

Here are the natural (NBO) charges for atoms 1 to 8, given in e:
1 C -0.411
2 N -0.382
3 C -0.349
4 C -0.113
5 C -0.525
6 C 0.592
7 O -0.647
8 H 0.217

***

No. 2
Formula: C4H5NS
Source: the Open Molecules 2025 dataset
Level of theory: wB97M-V/def2-TZVPD

Properties
Total energy in eV: -16549.631
E_LUMO in eV: -0.53
Energy above the lowest of the compared OMol25 structures with the same formula, charge and spin in kcal/mol: 102.2

Geometry as ORCA input:
```
! wB97M-V def2-TZVPD RIJCOSX def2/J DEFGRID3
* xyz 0 1
C 0.92 0.48 -1.01
C 0.42 -0.85 -1.03
C 0.41 1.20 0.00
C -0.54 -1.16 0.20
N -1.89 0.81 1.63
S -0.47 0.24 1.24
H 1.60 1.00 -1.70
H 0.58 -1.84 -1.44
H 0.59 2.22 -0.01
H -1.27 -1.93 0.49
H -1.96 1.09 2.60
*
```

Here are the natural (NBO) charges for atoms 1 to 8, given in e:
1 C -0.266
2 C -0.198
3 C -0.383
4 C -0.462
5 N -1.118
6 S 1.098
7 H 0.240
8 H 0.243

***

No. 3
Formula: C4H3NO2
Source: the Open Molecules 2025 dataset
Level of theory: wB97M-V/def2-TZVPD

Properties
Total energy in eV: -9774.895
E_LUMO (alpha / beta) in eV: -3.03 / -2.92
Energy above the lowest of the compared OMol25 structures with the same formula, charge and spin in kcal/mol: 156.6

Geometry as ORCA input:
```
! wB97M-V def2-TZVPD RIJCOSX def2/J DEFGRID3
* xyz 0 1
C -2.14 -1.13 -1.78
C -0.08 0.23 0.74
C 1.06 0.87 1.39
C -0.11 -0.26 -0.46
N -3.14 -1.65 -1.96
O 1.02 1.49 2.39
O 0.72 -0.32 -1.46
H -0.94 0.26 1.50
H 1.95 0.61 0.92
H 1.65 -0.10 -1.28
*
```

Here are the natural (NBO) charges for atoms 1 to 8, given in e:
1 C 0.128
2 C -0.571
3 C 0.433
4 C 0.682
5 N -0.478
6 O -0.453
7 O -0.656
8 H 0.305

***

No. 4
Formula: C4H4N2S
Source: the Open Molecules 2025 dataset
Level of theory: wB97M-V/def2-TZVPD

Properties
Total energy in eV: -18025.919
E_LUMO in eV: -0.77
SMILES: N#C[C@@H]1NCC1=S
Energy above the lowest of the compared OMol25 structures with the same formula, charge and spin in kcal/mol: 53.5

Geometry as ORCA input:
```
! wB97M-V def2-TZVPD RIJCOSX def2/J DEFGRID3
* xyz 0 1
C 0.95 -0.56 -0.07
C 0.90 0.96 -0.34
C -0.52 -0.41 0.34
C -1.54 -1.30 -0.11
H 1.36 1.32 -1.26
H 1.35 1.53 0.45
H -1.07 1.60 0.32
H -0.55 -0.43 1.44
N -0.58 0.95 -0.25
N -2.42 -1.99 -0.38
S 2.12 -1.64 -0.13
*
```

Here are the natural (NBO) charges for atoms 1 to 8, given in e:
1 C -0.073
2 C -0.295
3 C -0.247
4 C 0.273
5 H 0.222
6 H 0.207
7 H 0.374
8 H 0.244